No. 1
# CH10O4

A 4-piece molecular cluster, CH10O4 overall (wB97M-V/def2-TZVPD, OMol25).

ORCA input file:
```
! wB97M-V def2-TZVPD RIJCOSX def2/J DEFGRID3
* xyz 0 1
O -2.40 -0.59 -0.18
O 1.71 0.09 0.59
O -1.35 -0.18 2.43
O 0.03 0.08 -1.43
C 1.21 0.64 -1.90
H -1.98 -0.84 2.55
H 1.40 -0.50 1.30
H -1.75 -0.74 -0.86
H 1.19 1.66 -1.49
H 0.20 -0.09 -0.45
H 2.09 0.01 -1.64
H -2.16 -1.22 0.43
H -1.75 0.59 2.55
H 2.48 0.48 1.07
H 1.08 0.60 -2.98
*
```

Computed properties:
Energy above the lowest of the compared OMol25 structures with the same formula, charge and spin ... 150.0 kJ/mol
SMILES ... CO.O.O.O
Calculated total energy ... -344.998171 Eh
HOMO energy ... -0.359 Ha
Gap between HOMO and LUMO ... 0.375 hartree

***

No. 2
# CH10O4

A 4-piece molecular cluster, CH10O4 overall (wB97M-V/def2-TZVPD, OMol25).

ORCA input file:
```
! wB97M-V def2-TZVPD RIJCOSX def2/J DEFGRID3
* xyz 0 1
O -1.19 0.93 -1.15
O 1.23 -1.41 1.02
O -0.68 -0.71 2.93
O 0.52 -1.23 -1.74
C -0.35 2.08 -0.98
H -1.59 0.70 -0.31
H 0.39 2.05 -1.77
H 0.62 -1.15 0.32
H 0.13 -1.01 2.47
H -0.32 -0.77 -1.84
H -0.73 -1.27 3.72
H 2.17 -1.41 0.85
H 0.17 2.03 -0.03
H 0.58 -1.81 -2.51
H -0.95 2.99 -1.00
*
```

Computed properties:
Energy above the lowest of the compared OMol25 structures with the same formula, charge and spin ... 47.1 kJ/mol
SMILES ... CO.O.O.O
Calculated total energy ... -345.037383 Eh
HOMO energy ... -0.397 Ha
Gap between HOMO and LUMO ... 0.422 hartree

***

No. 3
# CH10O6

A 5-piece molecular cluster, CH10O6 overall (wB97M-V/def2-TZVPD, OMol25).

ORCA input file:
```
! wB97M-V def2-TZVPD RIJCOSX def2/J DEFGRID3
* xyz 0 1
O -0.64 -0.58 -0.73
O 2.12 -1.47 0.10
O 1.91 1.25 1.42
O -0.20 -2.62 -1.63
O -0.28 2.99 1.12
O -2.35 1.21 -0.08
C -0.91 -1.87 -0.88
H -3.28 1.20 0.30
H 1.82 0.34 1.04
H 1.48 -1.79 -0.59
H -0.06 3.82 0.70
H 0.40 2.42 1.38
H -1.58 -2.33 -0.02
H -1.73 1.84 0.37
H 2.52 1.64 0.79
H -1.44 -0.10 -0.35
H 2.87 -2.03 0.10
*
```

Computed properties:
Energy above the lowest of the compared OMol25 structures with the same formula, charge and spin ... 93.5 kJ/mol
SMILES ... O=CO.O.O.O.O
Calculated total energy ... -495.540177 Eh
HOMO energy ... -0.386 Ha
Gap between HOMO and LUMO ... 0.403 hartree

***

No. 4
# CH10O6

CH10O6 as an isolated structure (wB97M-V/def2-TZVPD, OMol25).

ORCA input file:
```
! wB97M-V def2-TZVPD RIJCOSX def2/J DEFGRID3
* xyz 0 1
O 0.84 0.29 3.06
O -0.81 0.98 -0.30
O 1.43 2.35 -2.14
O -2.29 -1.00 -0.89
O -0.52 -2.29 0.18
O 0.91 -0.63 0.13
C 0.53 -1.79 0.56
H 2.08 2.00 -1.37
H -0.77 1.66 -0.93
H 0.08 0.74 2.81
H -1.65 0.33 -0.77
H 1.66 1.87 -2.85
H -1.79 -1.81 -0.82
H 0.19 0.31 -0.24
H 1.42 0.44 2.44
H 1.28 -2.40 1.11
H -2.60 -1.04 0.02
*
```

Computed properties:
Energy above the lowest of the compared OMol25 structures with the same formula, charge and spin ... 236.6 kJ/mol
Calculated total energy ... -495.485688 Eh
HOMO energy ... -0.368 Ha
Gap between HOMO and LUMO ... 0.379 hartree